1.
DFT (ωB97M-V with the def2-TZVPD basis set) results for a 15-piece molecular cluster, C3H35NO14 overall.

Geometry as XYZ:
```
53
Properties=species:S:1:pos:R:3:forces:R:3
C -0.451429 0.769960 0.311359 0.310 -1.617 0.191
C 0.272453 1.806224 1.123483 0.228 1.285 3.690
C 0.720906 3.064219 0.785637 -0.030 -1.691 1.933
N 0.344943 1.443122 2.514817 0.351 -1.411 -0.513
H -0.328837 1.129625 -0.700070 0.148 -0.722 -0.765
H -1.570267 0.521148 0.444706 1.998 0.878 0.443
H 0.061792 -0.260641 0.537946 -0.733 1.840 -0.938
H 1.214080 3.846615 1.497054 -0.849 -1.926 -1.480
H 0.526541 3.291747 -0.201789 -0.104 1.162 -1.946
H 0.559353 0.427014 2.816164 -0.329 2.393 -0.835
H 0.887861 2.119534 3.045835 -0.140 -0.464 -0.016
H 1.019116 -1.182910 -3.998076 -0.202 0.601 0.890
H 0.975208 -1.569365 -2.530359 0.417 0.017 0.650
O 0.890898 -0.786511 -3.098367 -0.489 -0.825 -1.622
H -0.432062 4.292522 2.584997 0.171 -0.105 -0.023
H -1.558195 3.912586 1.673328 -0.244 -0.977 -1.377
O -1.367159 4.409910 2.438967 -0.278 1.245 1.567
H -2.153838 1.501999 -0.773788 -2.326 1.191 0.542
H -2.932627 2.620041 -1.263646 -0.073 3.517 -3.542
O -3.011282 2.034800 -0.595976 1.997 -4.136 2.554
H 3.161658 -1.780619 1.655197 -1.778 0.712 -1.246
H 1.580500 -1.581620 1.689967 1.961 0.343 -0.975
O 2.387669 -1.481585 1.068525 -0.077 -0.865 2.681
H 0.062805 -2.812498 -0.001939 0.267 1.642 3.984
H 0.811760 -3.765963 -0.903025 -1.179 1.056 -0.032
O 0.014380 -3.172847 -0.821866 1.049 -2.931 -3.500
H 0.128702 -1.585907 3.798174 0.725 0.013 -0.042
H 1.516882 -1.423872 4.482656 0.587 -0.280 0.953
O 1.029451 -1.153464 3.725449 -1.359 -0.169 -1.029
H -1.033062 -1.598494 -2.756309 1.770 0.961 -1.537
H -1.330586 -2.406922 -1.559908 -0.235 -0.039 -0.330
O -1.746976 -1.838886 -2.228716 -2.324 -0.483 1.582
H 2.547015 -2.006961 -0.557651 -0.268 -0.254 -0.192
H 3.284536 -1.966026 -1.889053 0.227 0.053 -0.513
O 2.515829 -2.362677 -1.470996 0.199 0.028 0.326
H -1.722828 -3.275039 3.800667 -0.257 0.083 0.061
H -1.975828 -1.814529 3.079463 1.055 -1.418 0.352
O -1.284263 -2.531875 3.386460 -0.763 1.530 -0.596
H -4.432267 0.060712 -0.244571 1.340 -1.049 0.083
H -3.291739 -0.610642 -1.124130 -0.644 -0.360 1.573
O -3.731373 -0.652718 -0.215807 -0.615 0.970 -2.056
H 2.633307 0.777618 -0.912972 0.512 -0.410 0.484
H 2.026530 1.711717 -1.743587 -5.909 2.638 -1.659
O 2.837521 1.436073 -1.577919 5.388 -2.115 1.276
H 3.906820 0.318455 -3.370417 -0.393 -0.744 -0.168
H 2.602812 -0.409861 -3.299207 -2.318 0.463 1.057
O 3.457723 -0.514512 -3.625237 3.355 0.329 -0.892
H -0.625975 1.946523 -4.075172 -0.149 0.720 -1.018
H -0.056295 0.832072 -3.258868 -0.652 0.367 0.404
O -0.686026 1.589618 -3.205724 0.719 -1.038 0.812
H -3.060463 -0.879531 1.266109 -0.013 0.114 1.049
H -2.404102 0.215603 2.067098 0.095 0.215 0.582
O -2.791572 -0.652980 2.211089 -0.139 -0.338 -0.878
```
Positions in Å, forces in eV/Å.

Calculated values
Gap between HOMO and LUMO   8.226 eV
Charge   0
HOMO level   -8.29 eV

---

2.
DFT (ωB97M-V with the def2-TZVPD basis set) results for a 15-piece molecular cluster, C3H35NO14 overall.

Geometry as XYZ:
```
53
Properties=species:S:1:pos:R:3:forces:R:3
C 3.244717 -0.364533 -1.280608 0.402 -0.151 0.076
C 1.904566 -0.173357 -0.651291 -0.089 0.070 -0.769
C 0.829470 0.189818 -1.345362 -0.138 0.549 1.095
N -0.448681 0.485363 -0.791174 0.276 0.123 -0.461
H 3.276483 -0.190616 -2.359646 -0.260 0.055 0.057
H 3.973735 0.315737 -0.829154 0.069 -0.103 -0.021
H 3.594737 -1.387918 -1.104551 0.061 0.122 0.011
H 1.862910 -0.385769 0.401708 -0.248 0.028 0.365
H 0.896339 0.399408 -2.400857 0.330 0.050 0.266
H -1.213762 0.185268 -1.386073 0.126 0.143 0.118
H -0.605217 0.126040 0.134869 0.164 -0.221 0.207
H 0.680418 3.084977 -0.991138 0.048 0.175 -0.717
H 1.218585 3.864521 -2.248822 -0.273 -0.242 0.156
O 0.469141 3.333331 -1.939469 0.388 0.165 0.441
H -0.294428 2.097847 -2.878438 -0.366 -0.575 -0.098
H -1.146074 1.876099 -4.135560 -0.106 -0.260 -0.040
O -0.823073 1.399688 -3.362047 0.224 1.019 -0.187
H -2.628452 0.419087 1.939052 0.209 -0.362 0.422
H -2.053723 -0.588326 3.011397 -0.172 0.221 -0.415
O -2.165424 0.362265 2.792426 -0.171 0.292 -0.006
H -1.968134 -2.634764 3.793473 -0.214 -0.100 -0.272
H -0.635065 -2.320888 3.067415 -0.163 0.258 -0.420
O -1.636705 -2.343351 2.933934 0.325 -0.199 0.785
H -1.730948 2.687687 -0.227515 -0.052 -0.104 -0.046
H -1.377401 4.018287 -0.845786 -0.080 -0.024 0.109
O -1.720153 3.633866 -0.023575 -0.050 0.044 -0.184
H 0.896582 1.479679 3.078431 -0.096 -0.234 -0.241
H -0.495349 0.811437 2.715268 0.169 -0.047 -0.119
O 0.467068 0.814358 2.492596 -0.023 0.233 0.251
H -2.845351 -1.968812 -0.173864 0.046 0.047 0.299
H -2.153059 -1.797234 1.267331 -0.338 0.038 -0.764
O -2.286071 -1.381105 0.379529 -0.009 -0.040 0.823
H 0.992638 -2.863599 -0.029927 0.489 -0.288 0.184
H 1.617155 -4.054429 0.729559 0.004 -0.251 0.000
O 1.708232 -3.107760 0.615753 -0.394 0.383 -0.310
H -0.831187 -1.994159 -0.525805 -0.129 -0.025 -0.137
H -0.239506 -2.165756 -1.975102 -0.022 -0.326 0.666
O -0.405482 -2.647131 -1.117868 0.259 0.137 -0.582
H 0.636013 -1.299729 -4.022593 -0.141 -0.282 0.087
H -0.362112 -0.301923 -3.446896 -0.274 -0.855 -0.303
O -0.207479 -1.281550 -3.550810 0.025 0.730 -0.317
H 1.475064 3.289201 2.402319 0.318 -0.008 0.593
H 2.735843 3.015684 3.286735 -0.856 0.079 0.062
O 1.759143 3.076785 3.329113 0.725 0.095 -0.461
H -3.238388 -2.810524 -2.352278 0.034 0.046 -0.251
H -2.106907 -3.276935 -1.395116 -0.398 0.046 -0.320
O -3.083749 -3.156912 -1.473464 0.237 -0.297 0.328
H 0.899027 -0.911512 2.838894 0.107 -0.671 -0.080
H 1.278765 -2.312275 2.136670 -0.150 0.437 0.516
O 0.929720 -1.894852 2.970368 0.128 0.182 -0.391
H 0.670904 2.131120 1.010093 0.072 0.193 -0.015
H -0.117735 3.442834 0.766680 0.392 -0.167 0.025
O 0.802357 3.075331 0.771177 -0.414 -0.127 -0.013
```
Positions in Å, forces in eV/Å.

Calculated values
Gap between HOMO and LUMO   8.364 eV
Charge   0
HOMO level   -8.20 eV

---

3.
DFT (ωB97M-V with the def2-TZVPD basis set) results for a 14-piece molecular cluster, C3H35NO14S2 overall.

Geometry as XYZ:
```
55
Properties=species:S:1:pos:R:3:forces:R:3
N -1.842215 1.678927 -1.805304 1.900 1.110 -0.353
C -1.053135 0.817626 -0.912970 0.391 0.279 0.569
C -0.310157 1.583043 0.191919 -0.387 -0.296 -0.842
O 0.917262 2.082989 -0.374325 0.230 0.500 0.758
C -2.148979 -0.082472 -0.338067 -0.667 -0.573 -0.359
S -3.548477 0.462462 -1.442734 -0.768 -1.029 0.235
S -5.085009 -0.754910 -0.724768 -0.643 -0.711 0.491
H -1.421602 1.714231 -2.722504 -0.056 0.351 -0.092
H -1.988455 2.622517 -1.452732 0.151 -0.164 -0.085
H -0.273590 0.306984 -1.499458 -0.578 -0.206 0.170
H -0.933452 2.422529 0.522861 0.288 -0.228 0.362
H -0.026922 0.900527 0.985315 -0.281 -0.044 0.375
H 1.519636 2.302395 0.359434 -0.444 0.159 -0.256
H -2.374102 0.112859 0.708069 -0.109 0.210 0.064
H -2.024024 -1.172069 -0.427373 0.217 0.466 -0.140
H -5.001890 -1.913128 -1.423279 0.259 0.304 0.018
H 1.150898 0.239535 3.882756 -0.020 -0.126 -0.178
H -0.262339 -0.423406 3.977687 0.442 0.402 0.024
O 0.295728 0.314659 4.326782 -0.131 -0.247 0.013
H 3.513878 0.121559 2.645377 -0.130 0.025 -0.036
H 2.717655 -0.803793 1.688371 -0.127 0.552 0.401
O 2.624927 -0.035988 2.307142 0.035 -0.203 -0.088
H -0.469626 1.811869 4.180269 -0.347 0.111 0.103
H -1.893461 2.465664 4.403091 0.132 -0.169 0.064
O -0.986391 2.658122 4.148322 0.072 0.087 -0.062
H -0.799538 -2.153428 2.454687 -0.169 0.256 0.560
H -1.745859 -2.168243 3.703082 -0.013 -0.040 -0.082
O -1.220067 -1.589637 3.143494 -0.058 -0.225 -0.323
H 1.126269 -2.775139 1.180529 -0.129 0.161 0.175
H 0.359611 -4.031898 1.520767 -0.194 -0.010 0.070
O 0.224629 -3.087363 1.373190 0.589 -0.269 -0.086
H -0.498622 4.956010 2.135318 -0.053 0.039 -0.002
H -1.050122 3.646846 2.720241 0.074 0.009 -0.018
O -1.051810 4.203032 1.911488 0.062 0.043 -0.083
H -2.034636 -0.944608 -3.179956 -0.126 -0.008 0.046
H -1.235690 -2.124907 -2.568094 -0.059 0.153 -0.037
O -1.221063 -1.454421 -3.283974 -0.118 -0.123 -0.044
H 2.394721 -2.974933 -2.425663 -0.014 0.164 -0.130
H 1.628345 -1.582289 -2.309856 0.421 -0.480 -0.048
O 1.845086 -2.444587 -1.840104 -0.158 0.726 -0.142
H 0.726839 2.486938 -2.045375 0.073 -0.083 -0.128
H 1.223243 3.015220 -3.398270 -0.018 -0.083 -0.179
O 0.682028 2.319969 -3.009277 0.163 0.516 -0.045
H 1.027516 0.671701 -3.324518 0.456 -0.951 -0.199
H 0.338703 -0.690988 -3.568871 0.041 -0.064 -0.104
O 1.234337 -0.297144 -3.476095 -0.366 0.666 0.319
H 3.078951 0.672320 -2.208730 -0.127 0.015 0.021
H 2.358090 1.342341 -1.012640 0.308 -0.556 -0.400
O 3.194801 0.919047 -1.285628 0.150 0.020 0.149
H 2.541939 -2.091420 -0.278030 0.263 -0.068 0.166
H 3.883821 -1.757200 0.357846 -0.010 -0.063 0.088
O 3.011110 -2.096513 0.594381 -0.185 -0.081 -0.524
H 0.228795 -3.062118 -1.547176 -0.146 -0.161 0.243
H -0.659490 -3.105634 -0.282043 0.040 -0.080 -0.766
O -0.688075 -3.233687 -1.254619 -0.125 0.012 0.347
```
Positions in Å, forces in eV/Å.

Calculated values
Gap between HOMO and LUMO   8.034 eV
Charge   0
HOMO level   -8.11 eV

---

4.
DFT (ωB97M-V with the def2-TZVPD basis set) results for a 16-piece molecular cluster, C3H37O16 overall.

Geometry as XYZ:
```
56
Properties=species:S:1:pos:R:3:forces:R:3
C -1.760625 -0.681143 0.163643 -0.510 -1.400 0.006
C -0.564625 -0.392143 -0.732357 1.144 0.731 0.092
C -0.869625 -0.229143 -2.235357 -0.370 -0.081 0.559
O 0.160375 0.770857 -0.313357 -0.485 -1.367 0.747
H -2.481625 0.099857 -0.055357 -0.603 -0.074 -0.013
H -1.525625 -0.587143 1.277643 -0.066 -0.522 -1.527
H -2.172625 -1.759143 -0.110357 0.613 2.270 0.870
H 0.121375 -1.246143 -0.611357 -0.173 -0.121 -0.064
H 0.084375 -0.212143 -2.765357 -0.337 -0.206 -0.205
H -1.347625 0.763857 -2.430357 -0.064 -1.046 0.212
H -1.461625 -1.103143 -2.560357 0.042 0.561 -0.273
O 2.529375 -3.619143 0.182643 0.571 -0.577 0.733
H 2.552375 -4.569143 0.421643 -0.283 0.893 -0.700
H 1.998375 -3.430143 -0.614357 0.733 -0.431 -0.506
O 3.516375 -0.541143 0.258643 3.208 0.493 -1.682
H 2.709375 -0.665143 0.694643 -2.034 -0.084 1.790
H 3.987375 0.224857 0.614643 -0.552 -0.289 0.185
O -3.409625 2.917857 0.291643 -0.136 1.448 -0.502
H -3.303625 2.188857 0.883643 -0.219 -0.855 0.806
H -3.180625 3.677857 0.853643 -0.054 -0.388 -0.407
O -0.233625 -2.137143 3.396643 1.510 -0.717 0.442
H -0.943625 -1.527143 3.395643 -1.600 0.752 0.194
H 0.522375 -1.572143 3.177643 -0.106 -0.669 -0.211
O 0.820375 2.059857 -3.763357 0.017 -2.814 1.252
H 0.063375 2.287857 -3.234357 -0.516 0.757 0.296
H 1.088375 2.701857 -4.355357 0.343 2.320 -1.490
O -2.342625 -0.328143 3.840643 0.593 -1.062 -2.757
H -1.782625 0.371857 3.499643 0.375 0.661 -0.635
H -2.441625 -0.074143 4.705643 -0.634 0.648 3.484
O 1.842375 2.672857 0.567643 0.654 0.632 0.828
H 2.421375 2.818857 -0.170357 0.501 0.521 -0.510
H 1.429375 1.864857 0.284643 -1.039 -1.070 -0.208
O 0.044375 -3.680143 1.086643 0.165 -1.017 -1.540
H -0.038625 -3.046143 1.769643 -0.563 1.027 1.490
H 0.950375 -3.506143 0.767643 -0.269 -0.203 0.327
O -4.044625 1.103857 2.301643 -0.226 0.326 -0.308
H -4.689625 0.640857 2.821643 -0.728 -0.161 0.251
H -3.299625 0.512857 2.386643 0.399 -0.148 -0.037
O -1.297625 2.010857 2.132643 -1.226 -1.717 0.096
H -0.821625 1.756857 1.334643 0.502 -0.112 -0.770
H -0.806625 2.685857 2.537643 1.153 1.495 0.614
O 2.645375 0.075857 -4.851357 0.898 -0.509 -1.587
H 3.056375 -0.116143 -4.021357 0.151 -0.140 0.922
H 1.858375 0.532857 -4.613357 -1.078 0.660 0.568
O 2.263375 0.087857 -2.014357 2.947 -0.936 -1.702
H 1.445375 0.296857 -1.679357 -3.505 1.537 1.226
H 2.771375 0.072857 -1.203357 0.966 -0.328 0.559
O -0.967625 2.843857 -1.096357 -0.048 0.372 -0.612
H -1.807625 2.694857 -0.641357 -0.191 0.327 -0.213
H -0.458625 2.006857 -0.902357 0.031 0.252 0.231
O 1.277375 -0.619143 1.662643 0.205 -0.165 1.671
H 1.205375 -0.106143 2.486643 0.426 0.100 -0.597
H 0.678375 -0.146143 1.063643 -0.368 0.824 -1.058
O 1.565375 -2.561143 -2.158357 0.092 -0.887 0.060
H 0.700375 -2.651143 -1.779357 -1.076 -0.359 -0.030
H 1.745375 -1.639143 -1.949357 0.820 0.851 -0.368
```
Positions in Å, forces in eV/Å.

Calculated values
Gap between HOMO and LUMO   8.157 eV
Charge   -1
HOMO level   -5.99 eV